Computed, not measured: a structure of composition C3H4CrO3, with ωB97M-V/def2-TZVPD.

```
! wB97M-V def2-TZVPD RIJCOSX def2/J DEFGRID3
* xyz 0 5
O -0.0766 -0.9460 -1.1266
C 0.4108 0.1987 -1.1045
C 1.0310 1.0660 -1.9024
H 0.0840 0.5021 0.4316
H 0.4391 1.7805 -2.4753
H 2.1181 0.9870 -2.0680
O -1.8338 -0.4630 1.3693
C -0.5910 -0.1631 1.7380
O 0.0955 -1.2858 1.9413
Cr -1.1050 -2.1759 0.5647
H -0.5721 0.4994 2.6319
*
```

The orbital gap (alpha / beta) is 5.677 / 5.683 eV. Its lowest unoccupied orbital energy (alpha / beta) is -0.052 / -0.054 Eh. The relative energy (zero: lowest compared OMol25 entry of this formula, charge and spin) comes out at 369.13 kJ/mol. Its highest occupied orbital energy (alpha / beta) is -7.1 / -7.1 eV. The molecular weight is 140.06 g mol⁻¹.

---

Computed, not measured: a structure of composition C3H4CrO4, with ωB97M-V/def2-TZVPD.

```
! wB97M-V def2-TZVPD RIJCOSX def2/J DEFGRID3
* xyz -1 6
C 0.5812 -1.5961 -0.1345
C -0.0122 -0.2989 0.1925
O 0.7135 0.7426 -0.4246
C 0.2685 2.0324 -0.3272
O 0.8116 2.8366 -1.0803
O -0.6649 2.2667 0.4946
O -0.3169 -2.5524 -0.4850
Cr -1.9054 1.8681 1.9333
H 1.5853 -1.6600 -0.5627
H -0.0932 -0.1257 1.3716
H 0.1206 -3.2879 -0.9237
H -1.0880 -0.2253 -0.0541
*
```

The orbital gap (alpha / beta) is 5.927 / 4.156 eV. Its lowest unoccupied orbital energy (alpha / beta) is 0.107 / 0.106 Eh. The relative energy (zero: lowest compared OMol25 entry of this formula, charge and spin) comes out at 12.39 kJ/mol. Its highest occupied orbital energy (alpha / beta) is -3.0 / -1.3 eV. The molecular weight is 156.06 g mol⁻¹.